[1]
This record from OMol25 describes a molecular structure, C3H10N. The level of theory is ωB97M-V with the def2-TZVPD basis set.

Lowest unoccupied orbital energy   -4.93 eV
Energy above the lowest of the compared OMol25 structures with the same formula, charge and spin   102.58 kcal per mole
Maximum force   0.042 Eh/bohr

The geometry in ORCA input format:
```
! RIJCOSX wB97M-V def2-TZVPD def2/J DEFGRID3
* xyz 1 1
C 0.4118 0.9304 -0.3479
C 0.0387 -0.3167 0.4771
C 0.5680 -1.7120 0.2537
N -0.7721 1.7408 -0.5741
H 0.8887 0.4038 -1.1768
H 1.0113 1.5954 0.2610
H 0.2334 0.0253 1.5048
H -1.1367 -0.4547 0.6629
H -0.2638 -2.2964 0.6975
H 1.3534 -2.0068 0.9516
H 0.8917 -2.1103 -0.7010
H -0.5281 2.7227 -0.5838
H -1.3326 -0.1068 -0.0385
H -1.3636 1.5852 -1.3864
*
```

In the natural (NBO) picture, each atom carries the following charge in e: -0.243, -0.228, -0.669, -0.862, 0.211, 0.248, 0.311, 0.196, 0.249, 0.280, 0.266, 0.412, 0.435, 0.394


[2]
This record from OMol25 describes a molecular structure, C37H27BiFN4O3P. The level of theory is ωB97M-V with the def2-TZVPD basis set.

Lowest unoccupied orbital energy   -6.31 eV
Energy above the lowest of the compared OMol25 structures with the same formula, charge and spin   0.00 kcal per mole
Maximum force   0.017 Eh/bohr

The geometry in ORCA input format:
```
! RIJCOSX wB97M-V def2-TZVPD def2/J DEFGRID3
* xyz 2 1
Bi 0.5583 0.9958 -1.0202
O -5.5916 -2.5676 -4.7008
N -5.1766 -1.4660 -4.4426
O -5.7934 -0.4286 -4.5565
C -3.8729 -1.3853 -3.7437
C -3.5188 -2.4517 -3.0123
C -2.3275 -2.4164 -2.2160
C -1.8877 -3.5223 -1.4667
C -0.7360 -3.4253 -0.7293
C -0.0683 -2.2015 -0.6969
N -0.4806 -1.1411 -1.3751
C -1.5685 -1.2483 -2.1794
C -1.8944 -0.1544 -3.0719
N -1.0006 0.8588 -3.1550
C -1.2338 1.8478 -3.9975
C -2.3570 1.8796 -4.8269
C -3.2656 0.8576 -4.7604
C -3.0517 -0.2046 -3.8570
H -4.1510 -3.3299 -3.0097
H -2.4543 -4.4451 -1.4927
H -0.3502 -4.2626 -0.1654
H 0.8231 -2.0716 -0.0924
H -0.4970 2.6426 -4.0376
H -2.4931 2.6988 -5.5185
H -4.1371 0.8624 -5.3962
O 3.4328 2.8282 -0.3455
N 2.2498 2.5018 0.3055
C 1.8084 3.4513 1.0322
C 0.5660 3.3561 1.8261
C 0.1008 4.5692 2.3253
C -1.0196 4.6348 3.1393
C -1.6744 3.4677 3.4862
C -1.2197 2.2446 3.0061
C -0.1146 2.1628 2.1652
P 0.5373 0.5077 1.6962
C 1.8211 0.2377 2.9574
C 3.1635 0.5346 2.7309
C 4.0833 0.4458 3.7674
C 3.6679 0.0678 5.0339
C 2.3264 -0.2051 5.2722
C 1.4031 -0.1131 4.2450
C -0.7769 -0.7129 1.9353
C -2.0269 -0.4831 1.3518
C -3.0162 -1.4515 1.4144
C -2.7659 -2.6603 2.0545
C -1.5197 -2.9048 2.6127
C -0.5225 -1.9397 2.5466
H 3.7020 2.0101 -0.7937
H 2.3720 4.3809 1.0722
H 0.6335 5.4779 2.0734
H -1.3649 5.5902 3.5101
H -2.5325 3.4976 4.1445
H -1.7402 1.3463 3.3057
H 3.5053 0.8789 1.7684
H 5.1227 0.6810 3.5817
H 4.3854 -0.0043 5.8402
H 1.9950 -0.4842 6.2634
H 0.3598 -0.3123 4.4553
H -2.2413 0.4637 0.8662
H -3.9880 -1.2569 0.9801
H -3.5454 -3.4078 2.1211
H -1.3217 -3.8457 3.1087
H 0.4472 -2.1453 2.9813
F 5.5833 -2.0248 -3.3198
C 4.5369 -1.3796 -2.8143
C 4.4444 -1.2327 -1.4424
C 3.3484 -0.5586 -0.9212
C 2.3660 -0.0383 -1.7657
C 2.4847 -0.2198 -3.1469
C 3.5748 -0.8877 -3.6792
H 5.2146 -1.6466 -0.8054
H 3.2569 -0.4779 0.1505
H 1.7312 0.1641 -3.8264
H 3.6923 -1.0291 -4.7452
*
```

In the Löwdin picture, each atom carries the following charge in e: 1.713, 0.127, -0.338, 0.110, -0.054, 0.089, -0.109, 0.048, -0.004, -0.115, -0.038, -0.142, -0.153, -0.031, -0.105, 0.002, 0.050, -0.049, 0.146, 0.142, 0.130, 0.113, 0.124, 0.128, 0.125, -0.012, -0.183, -0.076, -0.205, -0.012, -0.029, -0.032, -0.068, -0.302, 0.993, -0.338, -0.095, -0.048, -0.041, -0.043, -0.092, -0.409, -0.124, -0.056, -0.052, -0.053, -0.094, 0.079, 0.153, 0.126, 0.125, 0.123, 0.108, 0.074, 0.119, 0.121, 0.120, 0.110, 0.108, 0.119, 0.120, 0.121, 0.110, 0.112, -0.264, 0.022, -0.147, -0.428, -0.124, 0.022, 0.134, 0.071, 0.093, 0.135


[3]
This record from OMol25 describes a molecular structure, C33H45MoN3O3. The level of theory is ωB97M-V with the def2-TZVPD basis set.

Lowest unoccupied orbital energy   -5.85 eV
Energy above the lowest of the compared OMol25 structures with the same formula, charge and spin   0.00 kcal per mole
Maximum force   0.015 Eh/bohr

The geometry in ORCA input format:
```
! RIJCOSX wB97M-V def2-TZVPD def2/J DEFGRID3
* xyz 2 1
Mo -0.5976 -0.2165 -0.0104
C -1.2224 0.7437 4.9646
N -1.9109 1.4395 3.8770
C -2.7429 2.5753 4.2636
C -1.7878 1.0090 2.6323
O -1.0888 0.0404 2.2993
C -2.5167 1.7757 1.5331
O -2.3729 1.0814 0.2772
C -3.5345 0.4020 -0.2318
C -3.4074 -1.0867 0.0747
O -2.2498 -1.5340 0.2804
N -4.4654 -1.8661 0.0893
C -4.3189 -3.2997 0.3555
C -5.8209 -1.4357 -0.2464
H -0.4600 1.3944 5.3928
H -0.7561 -0.1595 4.5876
H -1.9423 0.4864 5.7406
H -2.2843 3.0606 5.1220
H -3.7460 2.2538 4.5483
H -2.8103 3.3153 3.4693
H -2.0601 2.7577 1.3963
H -3.5747 1.9090 1.7532
H -3.5275 0.5426 -1.3141
H -4.4281 0.8542 0.1903
H -3.3522 -3.4986 0.8032
H -4.4126 -3.8598 -0.5751
H -5.1097 -3.6102 1.0357
H -5.8525 -0.4056 -0.5849
H -6.4725 -1.5525 0.6188
H -6.1987 -2.0633 -1.0527
C 4.5672 -3.5141 -1.2674
C 3.2123 -3.0836 -0.7826
C 2.1239 -3.9799 -0.8572
C 0.8770 -3.6433 -0.3956
C -0.2768 -4.6018 -0.4317
C 0.7260 -2.3755 0.2038
C 1.7719 -1.4209 0.1930
C 3.0347 -1.8045 -0.2961
N 1.3276 -0.1932 0.5856
C 1.9589 1.1380 0.5212
C 1.8360 1.7802 1.9116
C 2.2247 3.2583 1.8623
C 1.2805 3.9891 0.9006
C 1.4102 3.3968 -0.5049
C 2.8616 3.5094 -0.9860
C 3.7852 2.7606 -0.0179
C 3.6696 3.3845 1.3739
C 3.4078 1.2694 0.0432
C 1.0910 1.8988 -0.4890
H 4.5919 -4.5779 -1.4920
H 5.3305 -3.3005 -0.5192
H 4.8394 -2.9699 -2.1736
H 2.2938 -4.9747 -1.2508
H 0.0034 -5.5365 -0.9117
H -1.1137 -4.1683 -0.9836
H -0.6208 -4.8281 0.5796
H -0.1496 -2.2595 0.8463
H 3.8700 -1.1259 -0.2930
H 2.4712 1.2281 2.6089
H 0.8063 1.6704 2.2646
H 2.1341 3.6872 2.8625
H 1.5163 5.0547 0.8713
H 0.2442 3.9043 1.2545
H 0.7417 3.9080 -1.2007
H 3.1487 4.5620 -1.0320
H 2.9556 3.1046 -1.9973
H 4.8148 2.8375 -0.3709
H 3.9663 4.4350 1.3388
H 4.3445 2.8821 2.0716
H 4.0776 0.7585 0.7392
H 3.5252 0.8239 -0.9472
H 1.2495 1.4868 -1.4853
H -0.0169 1.8018 -0.2573
C -0.5343 -0.4126 -1.7477
C -0.3122 -0.6735 -3.1277
C -1.2320 -0.2671 -4.1074
C -0.9873 -0.5270 -5.4408
C 0.1672 -1.2075 -5.8141
C 1.0832 -1.6206 -4.8530
C 0.8554 -1.3501 -3.5182
H -2.1284 0.2628 -3.8088
H -1.6934 -0.2044 -6.1936
H 0.3530 -1.4142 -6.8594
H 1.9784 -2.1489 -5.1522
H 1.5617 -1.6613 -2.7567
*
```

In the Löwdin picture, each atom carries the following charge in e: 1.607, 0.010, -0.115, -0.004, -0.423, -0.042, -0.045, -0.254, -0.050, -0.363, -0.106, -0.103, 0.020, 0.009, 0.107, 0.094, 0.107, 0.107, 0.111, 0.092, 0.142, 0.143, 0.153, 0.133, 0.089, 0.113, 0.108, 0.088, 0.112, 0.113, -0.022, -0.235, 0.009, -0.248, -0.023, -0.059, -0.267, 0.021, -0.071, -0.421, -0.071, -0.275, -0.103, -0.260, -0.098, -0.266, -0.104, -0.079, -0.104, 0.085, 0.095, 0.094, 0.128, 0.087, 0.079, 0.093, 0.096, 0.102, 0.140, 0.099, 0.146, 0.131, 0.108, 0.149, 0.132, 0.128, 0.150, 0.130, 0.129, 0.133, 0.125, 0.124, 0.097, -0.139, -0.283, -0.036, -0.055, -0.039, -0.048, -0.017, 0.108, 0.116, 0.119, 0.116, 0.103


[4]
This record from OMol25 describes a molecular structure, C8H20IN2O4P. The level of theory is ωB97M-V with the def2-TZVPD basis set.

Lowest unoccupied orbital energy   -0.33 eV
Maximum force   0.065 Eh/bohr

The geometry in ORCA input format:
```
! RIJCOSX wB97M-V def2-TZVPD def2/J DEFGRID3
* xyz 0 1
C -3.2209 1.0024 1.7808
C -2.4953 -0.1084 0.8890
N -1.5888 0.4403 -0.1900
O -0.9362 1.6141 0.1611
C -0.6397 -0.5336 -0.8290
C 0.3136 -1.3459 0.1426
C 1.2474 -0.4698 1.0940
C 2.7269 -1.1037 1.1821
N 3.7156 -0.1557 0.5814
C 3.4297 0.1143 -0.8243
C 3.7455 -0.8740 -2.0226
O 2.8612 1.1989 -1.1241
P -2.7196 0.9338 -1.5499
O -3.6283 2.2923 -1.0968
O -1.6791 1.5194 -2.8013
H -4.3362 0.7776 1.8246
H -3.1073 2.0668 1.4144
H -2.7904 0.9884 2.8439
H -3.3291 -0.6796 0.3437
H -2.0218 -0.8804 1.6319
H -0.6088 1.5638 1.0845
H -1.2247 -1.2675 -1.4665
H 0.0316 0.0558 -1.5427
H 1.0155 -1.9585 -0.5291
H -0.3189 -2.0524 0.7613
H 0.8088 -0.5642 2.1531
H 1.3116 0.6297 0.8325
H 2.7938 -2.1585 0.7705
H 2.9859 -1.1901 2.2959
H 3.5928 0.7429 1.0757
H 4.8287 -0.7485 -2.3417
H 3.0934 -0.5500 -2.8927
H 3.4646 -1.9399 -1.7574
H -3.1519 3.1376 -1.2406
H -2.2147 2.2353 -3.2100
I -1.9551 -2.7326 2.5555
*
```

In the natural (NBO) picture, each atom carries the following charge in e: -0.661, -0.393, -0.213, -0.550, -0.276, -0.467, -0.477, -0.221, -0.655, 0.695, -0.721, -0.607, 1.519, -0.969, -0.969, 0.244, 0.223, 0.234, 0.247, 0.284, 0.498, 0.248, 0.254, 0.216, 0.286, 0.238, 0.216, 0.212, 0.218, 0.380, 0.251, 0.243, 0.228, 0.498, 0.497, -0.748


[5]
This record from OMol25 describes a molecular structure, C11H18AuN4SSb. The level of theory is ωB97M-V with the def2-TZVPD basis set.

Lowest unoccupied orbital energy (alpha / beta)   -7.18 / -9.40 eV
Energy above the lowest of the compared OMol25 structures with the same formula, charge and spin   20.70 kcal per mole
Maximum force   0.014 Eh/bohr
Expectation value of S²   2.012

The geometry in ORCA input format:
```
! RIJCOSX wB97M-V def2-TZVPD def2/J DEFGRID3
* xyz 2 3
Au 1.4520 0.9669 0.4326
C -1.2061 -1.9431 2.6869
C -0.5399 -0.8352 1.9335
N 0.6090 -0.9797 1.3915
N 1.3571 -2.0298 1.2614
C 2.6153 -1.8786 0.8550
N 3.3912 -2.9498 0.9164
S 3.3293 -0.4384 0.1366
C -1.1577 0.5211 1.8330
C -2.4197 0.7441 2.3367
C -2.9587 2.0262 2.2957
C -2.2132 3.0535 1.7592
C -0.9505 2.7676 1.2632
N -0.4368 1.5357 1.2930
H -0.6112 -2.8486 2.6375
H -2.1903 -2.1364 2.2558
H -1.3459 -1.6641 3.7330
H 3.0541 -3.8009 1.3413
H 4.3544 -2.9052 0.6217
H -2.9846 -0.0691 2.7684
H -3.9483 2.2106 2.6919
H -2.5842 4.0680 1.7279
H -0.3271 3.5462 0.8452
C 1.1872 1.9619 -3.5722
Sb 0.7586 0.3905 -2.2255
C 1.5195 -1.3851 -3.0629
C -1.3409 0.1462 -2.2682
H 0.8203 1.6544 -4.5517
H 2.2606 2.1303 -3.6066
H 0.6732 2.8603 -3.2400
H 1.1396 -1.4417 -4.0830
H 1.1603 -2.2299 -2.4797
H 2.6056 -1.3534 -3.0603
H -1.6319 0.0215 -3.3119
H -1.8260 1.0270 -1.8523
H -1.6142 -0.7430 -1.7028
*
```

In the natural (NBO) picture, each atom carries the following charge in e: 0.782, -0.681, 0.287, -0.163, -0.274, 0.301, -0.712, -0.128, 0.136, -0.188, -0.105, -0.208, 0.079, -0.531, 0.265, 0.261, 0.269, 0.436, 0.437, 0.253, 0.261, 0.265, 0.231, -0.959, 1.296, -0.968, -0.983, 0.264, 0.265, 0.258, 0.266, 0.254, 0.264, 0.268, 0.251, 0.250